C38H60BrN3O5PS | wB97M-V/def2-TZVPD

```
109
Properties=species:S:1:pos:R:3:forces:R:3:mulliken_charge:R:1
Br -6.255011 1.702838 -3.313778 0.26 0.74 1.78 0.06
S -5.923926 6.589121 -0.922962 -0.78 0.27 -0.09 -0.22
P -6.950331 1.005225 2.122547 0.71 -1.89 7.69 1.04
O 7.698534 -6.833744 4.029268 -0.45 0.40 -0.50 -0.67
O 4.775774 -3.962581 0.605497 0.33 -0.35 0.42 -0.70
O -8.229267 -0.695215 -0.446892 -0.10 2.25 -0.62 -0.32
O -6.597562 -0.739262 2.087298 0.54 3.21 -0.11 -0.58
O -5.442932 1.769409 2.494643 -1.76 -0.68 -2.98 -0.54
N -7.858375 1.138481 3.500569 2.30 0.92 -2.86 -0.92
N -8.047190 -0.290328 -2.938337 -0.94 -2.49 0.77 -0.21
N -7.368457 2.129086 -0.580301 -0.93 0.00 -2.11 0.47
C 8.820717 3.603899 -1.251892 -0.24 0.18 0.46 -0.29
C -5.084435 0.713646 -0.831567 1.82 0.27 -0.45 -0.14
C 8.602994 1.014074 -0.728279 -0.12 0.59 0.10 -0.57
C 2.776558 -6.598434 3.175621 0.27 0.21 -0.19 -0.49
C 6.921300 -4.551533 1.355868 0.51 0.21 -0.24 0.17
C -3.915059 1.885333 -0.875605 0.73 -1.08 0.38 -0.03
C -7.420011 -0.302940 -1.582467 1.97 -1.43 -0.96 0.01
C 7.553986 -3.722247 0.421808 0.32 0.05 -0.04 -0.45
C -2.573344 1.216706 -0.191012 -0.06 -0.27 0.17 -0.69
C 6.147787 -0.184315 -0.640690 -0.06 0.70 0.07 -0.24
C -6.858530 3.544371 -0.580511 0.90 4.00 -0.52 -0.54
C 3.534161 -0.190237 -1.067620 -0.70 1.44 0.93 -0.38
C 7.683550 -5.280203 2.268087 0.53 0.26 -0.23 0.40
C 4.795636 -5.574434 2.313656 -0.55 -0.25 0.23 0.18
C 4.932723 -7.246467 4.056297 -0.34 -0.04 0.01 -0.58
C 2.155928 0.699668 -0.833738 -0.35 -0.47 -0.98 -0.63
C -10.174875 1.066757 -3.215412 -0.87 -0.82 -0.81 -0.76
C 5.447845 -4.644559 1.370623 -0.73 0.80 -0.92 0.47
C 7.090418 0.945078 -1.418224 0.28 -1.13 0.11 -0.50
C -6.772377 5.894654 0.594349 -2.72 -0.81 0.37 -0.78
C -8.973447 0.374076 0.201544 -0.35 -0.30 1.95 -0.67
C 4.704104 0.453221 -0.105822 0.31 -0.97 -0.65 -0.82
C 0.824430 -0.291494 -0.700960 0.60 0.95 0.01 -0.40
C 7.029912 -6.195988 3.225255 0.89 -0.77 0.98 0.57
C 3.542448 -7.377813 4.042139 0.38 0.12 -0.07 -0.45
C -9.515641 -0.456877 -3.027103 -1.76 0.84 -1.89 -0.43
C 9.706632 -4.325233 1.340239 -0.25 -0.18 0.19 -0.45
C 9.079170 -5.157915 2.267934 0.12 0.17 -0.21 -0.67
C -7.965510 1.614448 0.701605 -2.81 -0.86 -1.17 -0.22
C 8.945654 -3.615351 0.411806 -0.36 -0.09 0.10 -0.56
C -0.381274 0.412885 -1.578730 0.03 -0.49 0.00 -0.82
C 3.399841 -5.697254 2.311192 -0.14 -0.23 0.21 -0.48
C -6.541855 1.112391 -1.372215 1.07 -2.55 -0.69 -0.94
C 5.560643 -6.338562 3.193586 -0.60 -0.31 0.22 0.19
C 8.690821 2.515682 -0.004948 -0.02 -0.84 -1.26 -0.70
C -6.499769 4.257365 0.827467 0.99 1.73 -0.30 -0.10
C -1.898858 0.005966 -1.066088 1.00 -0.41 0.58 -0.39
C 9.847231 4.857642 -0.919695 -0.87 -0.46 -0.12 -0.80
H -4.951641 2.109992 1.693638 -0.48 -0.58 1.09 0.26
H 7.651499 2.651236 0.542457 2.32 -0.12 -0.85 0.18
H -2.859278 0.762979 0.872878 0.54 1.18 -2.14 0.19
H -6.118975 -0.904238 2.975405 -1.21 0.62 -1.73 0.35
H -1.749175 -0.923157 -0.335901 -0.49 1.90 -1.68 0.29
H 9.435506 -2.976202 -0.319436 -0.11 -0.10 0.13 0.45
H 9.144031 3.036381 -2.236384 -0.62 1.20 2.07 0.26
H -6.565757 -1.139921 -1.651874 -1.88 1.99 0.51 0.29
H 9.442462 0.875574 -1.559674 -1.75 0.54 1.78 0.32
H 6.745399 -0.593939 0.281922 -1.16 0.61 -1.90 0.25
H 4.695187 1.619491 -0.215941 0.07 -2.18 0.12 0.35
H -6.950682 7.143561 -1.752088 0.95 -0.91 1.54 0.17
H 0.568484 -0.397420 0.443451 0.22 0.19 -2.28 0.23
H 10.187694 4.772406 0.205957 -0.50 0.32 -2.40 0.27
H 9.596994 2.599001 0.740498 -1.85 -0.14 -1.47 0.42
H -9.330843 1.794340 -3.572149 -1.60 -1.28 0.94 0.16
H -4.656835 -0.112067 -1.587087 -1.28 1.83 1.68 0.29
H 1.115701 -1.357720 -1.106832 -0.79 2.15 0.73 0.31
H -6.609190 6.508590 1.579310 0.08 -1.24 -2.07 0.40
H 1.693047 -6.695301 3.169466 0.20 0.02 -0.01 0.39
H 2.256631 1.452276 0.070074 -0.26 -1.71 -1.70 0.31
H 10.750228 4.819958 -1.665026 -1.66 0.26 1.67 0.22
H 8.791311 0.143506 0.050473 -0.67 1.77 -1.53 0.21
H -10.055009 -1.102300 -2.222072 1.18 1.27 -1.17 0.17
H 6.541064 1.976534 -1.353953 1.26 -1.88 -0.21 0.23
H 3.057328 -8.087172 4.709179 0.12 0.13 -0.12 0.39
H -4.173027 2.841623 -0.252739 0.33 -1.67 -1.35 -0.18
H 7.754024 4.055456 -1.433576 2.04 -0.91 0.19 0.20
H 4.515253 0.210942 1.046863 0.32 0.38 -2.60 0.28
H -2.528855 -0.363822 -1.979831 0.97 0.88 1.74 0.29
H -7.687160 4.254319 -1.075393 1.60 -1.90 1.05 0.35
H 1.966038 1.363751 -1.802527 0.54 -1.31 2.05 0.30
H -10.782570 1.425955 -2.284465 1.28 -0.43 -1.66 0.22
H -1.750212 2.044376 -0.037710 -1.76 -1.59 -0.22 0.41
H -0.263731 0.063602 -2.701416 -0.12 0.86 2.26 0.21
H 10.790676 -4.234851 1.338456 -0.21 -0.03 0.02 0.40
H -7.617844 -0.999962 -3.600882 -0.42 1.21 1.67 0.30
H 9.222979 5.843868 -1.067640 1.59 -1.80 0.33 0.23
H -5.910813 3.733014 -1.283231 -2.31 -1.05 1.49 0.33
H 5.523146 -7.856444 4.738159 0.00 0.25 -0.23 0.46
H -3.661478 2.126259 -1.992044 -0.65 -0.13 2.21 0.35
H -4.998947 0.208982 0.218690 -0.84 0.88 -1.77 0.11
H -0.209705 1.582300 -1.524712 -0.54 -2.39 -0.18 0.38
H -10.958679 1.015148 -4.114539 1.64 0.21 2.07 0.32
H -7.141357 3.993578 1.760873 1.29 0.13 -1.70 0.20
H 5.911148 -1.042352 -1.415040 0.49 1.55 1.83 0.27
H -8.722047 2.457878 1.078371 2.06 -1.86 -0.40 0.50
H -9.748242 -0.994227 -4.069387 0.66 1.08 2.40 0.41
H 9.679980 -5.713237 2.986045 -0.30 0.05 -0.12 0.46
H -9.426650 -0.074352 1.210368 1.05 0.81 -2.29 0.44
H 3.835863 -0.057021 -2.198399 -0.45 -0.56 2.31 0.21
H -7.943882 5.953591 0.369897 2.48 0.02 0.60 0.35
H 7.212701 0.632454 -2.554296 -0.39 0.77 2.34 0.30
H 2.795731 -5.095669 1.634044 0.31 -0.08 0.09 0.46
H -5.327785 4.187243 1.028634 -2.63 -0.19 -0.13 0.24
H -7.337295 1.725651 4.208552 -0.79 -0.73 -1.09 0.27
H 6.966072 -3.161057 -0.302637 0.00 -0.19 0.27 0.49
H -9.887249 0.776009 -0.409483 1.93 -0.48 0.82 0.14
H 3.296748 -1.312135 -0.789314 0.82 2.25 -0.67 0.13
H -8.238774 2.183708 -1.210035 1.35 -0.02 0.91 0.39
```
Forces are in eV/Å.

Results
**Calculated total energy**: -145235.45914 eV
**F_max**: 7.95 eV/A
**Charge**: +1
**Relative energy (zero: lowest compared OMol25 entry of this formula, charge and spin)**: 12.837 eV
**Highest occupied orbital energy**: -10.76 eV

C38H60N14O7 | wB97M-V/def2-TZVPD

```
119
Properties=species:S:1:pos:R:3:forces:R:3:nbo_charge:R:1
O 1.001908 -3.835653 2.269671 0.31 0.21 -0.13 -0.75
O -0.760665 2.651737 -5.851384 0.08 0.17 0.21 -0.53
O 5.268233 0.118535 3.044957 0.36 -0.11 0.13 -0.63
O -3.683012 3.413425 -3.812961 -0.13 -0.07 -0.23 -0.56
O -0.185403 -1.465332 1.225986 0.27 -0.11 0.08 -0.69
O 3.716246 0.661317 -2.755284 -0.24 0.18 0.10 -0.77
O -6.201878 4.762813 -2.630664 -0.19 0.27 -0.18 -0.52
N 0.073166 -1.972954 -2.686134 -1.05 -0.08 -0.39 -0.08
N 0.149259 -2.305367 -1.405270 0.68 0.15 0.05 -0.17
N 1.484012 -0.629266 5.380866 -0.08 1.14 0.32 -0.07
N 2.724906 -0.769038 4.930731 -0.22 -0.80 -0.10 -0.16
N 1.255789 -1.746095 -3.124081 0.43 -0.04 -0.34 -0.28
N 0.496332 0.952477 -3.738458 0.03 0.23 -0.12 -0.56
N 1.207292 1.389664 -1.615491 0.34 0.00 -0.07 -0.65
N -1.075040 0.944509 -2.061999 -0.11 -0.19 -0.12 -0.65
N 0.902393 -1.769975 5.351329 -0.50 -0.45 0.11 -0.26
N -2.350497 -1.085156 0.773790 -0.06 0.08 0.18 -0.43
N 1.788956 2.125538 0.498274 -0.02 0.15 0.07 -0.40
N -2.613454 1.166948 -0.364271 -0.03 0.06 0.02 -0.42
N 3.165800 0.570867 2.394013 0.03 0.05 -0.30 -0.43
N -0.415397 1.689129 0.076242 -0.17 -0.07 0.30 -0.65
C -6.402008 4.825579 -4.035347 0.31 0.43 0.05 -0.16
C -1.042378 -4.084859 -0.199569 -0.13 -0.06 -0.17 -0.25
C 4.809287 0.249151 5.774779 -0.14 0.12 0.07 -0.22
C -0.921231 -5.020348 -1.399386 0.10 0.19 0.15 -0.61
C -1.314138 1.250023 -0.791909 0.38 0.31 -0.36 0.64
C -2.115596 2.892328 -5.538138 -0.27 0.19 0.18 -0.07
C 3.929635 -0.615150 -3.298451 0.24 -0.37 -0.07 -0.05
C 2.948841 -2.056871 4.591766 -0.53 -0.17 0.15 -0.09
C 3.614642 -1.756947 -2.323642 0.06 0.19 -0.30 -0.46
C 5.597673 1.555684 5.748778 -0.02 -0.24 -0.18 -0.61
C 1.391931 -4.124642 4.673665 -0.26 0.09 -0.33 -0.44
C 3.534146 0.515410 0.988614 0.35 0.15 -0.24 -0.24
C 2.146810 -1.921929 -2.124440 -0.13 -0.30 0.78 0.07
C 3.625205 0.345394 4.795103 0.66 0.26 0.12 -0.13
C 3.190748 1.838644 0.297940 0.27 -0.26 -0.21 -0.24
C 1.759727 -2.698235 4.874207 0.84 0.00 -0.18 0.08
C 0.438616 -4.287556 3.477674 0.02 -0.24 0.34 -0.05
C -0.384064 1.303925 -6.007509 -0.01 -0.22 0.16 -0.06
C -3.459914 0.176473 -0.991939 -0.19 -0.08 -0.21 -0.24
C -1.159745 -1.655962 0.510039 -0.18 -0.22 -0.13 0.71
C 0.198004 1.092675 -2.445287 -0.14 0.04 0.28 0.65
C 4.312759 -0.047222 7.187413 0.03 -0.07 -0.24 -0.61
C -3.522445 -1.072538 -0.075650 -0.14 0.04 -0.28 -0.24
C -1.052625 -2.615777 -0.679339 -0.22 -0.23 0.27 -0.09
C -2.304646 -4.403509 0.597014 0.31 0.09 0.00 -0.61
C -2.300245 3.297745 -4.072749 0.36 -0.07 -0.15 -0.10
C 4.109493 0.355641 3.330095 -0.24 0.08 0.11 0.69
C 0.844900 1.707702 -0.372879 -0.21 0.15 -0.32 0.64
C -0.417657 0.454093 -4.731317 -0.15 0.19 -0.40 -0.26
C -2.407029 -0.020940 1.764235 0.17 0.13 0.36 -0.24
C -7.315449 3.801312 -4.519404 -0.20 -0.31 0.08 -0.04
C -5.459475 3.650996 -2.200474 0.63 -0.15 0.01 -0.09
C -2.849869 1.281755 1.056844 -0.02 0.07 0.15 -0.24
C 1.451681 2.220334 1.898701 -0.24 -0.16 0.42 -0.22
C 1.766397 0.887855 2.591791 -0.36 0.38 0.09 -0.26
C 1.437171 -2.293072 -0.998622 0.28 0.08 -0.48 -0.07
C -8.062088 2.927338 -4.853655 0.26 0.35 0.01 -0.23
C -3.955504 3.770116 -2.474195 -0.34 -0.02 0.21 -0.10
H 0.842664 -2.883469 2.183590 -0.09 -0.07 -0.05 0.50
H -3.015555 -0.058140 -1.959972 -0.18 -0.04 0.10 0.25
H 3.331184 -0.761345 -4.208957 0.16 -0.03 0.05 0.17
H 4.099779 -1.571424 -1.363530 0.07 -0.03 -0.04 0.22
H 1.468472 1.037184 -3.992938 0.01 0.02 0.10 0.41
H 2.047559 3.024632 2.340987 -0.04 -0.03 0.01 0.20
H -2.454219 3.714135 -6.179095 -0.04 -0.14 0.04 0.18
H -1.851377 -2.465048 -1.408778 0.08 -0.02 0.09 0.23
H 4.021407 -2.683318 -2.739196 0.07 0.00 0.04 0.22
H -3.192973 -4.309203 -0.025292 -0.15 0.00 -0.06 0.20
H 2.798833 0.738543 -2.426407 0.11 0.13 0.16 0.50
H -1.776991 -4.908011 -2.062911 -0.11 -0.02 -0.11 0.20
H -3.917835 1.465339 1.197305 0.04 0.02 0.01 0.20
H 4.968850 2.388991 6.057355 -0.08 0.13 0.09 0.20
H -1.860959 2.543002 -3.408466 -0.05 0.12 -0.13 0.19
H -8.722761 2.182089 -5.184261 -0.35 -0.41 -0.15 0.23
H -4.460673 0.591984 -1.143109 0.01 -0.08 -0.05 0.20
H 0.223726 -5.351483 3.336840 -0.07 0.09 0.07 0.17
H -5.445964 4.729072 -4.567609 -0.19 0.13 0.06 0.22
H -3.409925 3.101077 -1.793077 -0.05 0.04 -0.03 0.19
H -0.174127 -4.220907 0.452428 -0.11 0.11 -0.07 0.25
H -5.834221 2.731079 -2.669112 0.02 0.00 0.11 0.18
H -1.019274 0.816083 -6.762266 0.10 0.02 0.05 0.17
H -3.612811 -1.986860 -0.656010 -0.06 0.03 0.06 0.22
H -5.618568 3.602919 -1.120124 0.04 -0.08 -0.07 0.19
H 3.412270 1.781107 -0.765562 0.08 0.05 0.16 0.26
H 1.735386 -2.551376 -0.006164 0.06 -0.04 0.23 0.25
H 1.162118 0.100975 2.124079 0.00 0.08 0.13 0.24
H 3.805919 -1.008083 7.240039 -0.07 -0.07 0.06 0.21
H 0.891513 -4.506803 5.564501 0.06 -0.06 0.05 0.23
H -1.409890 0.088891 2.189875 -0.18 -0.01 -0.03 0.25
H -2.405426 -3.744234 1.455721 -0.09 0.03 0.15 0.21
H 5.977768 1.748031 4.749792 0.07 0.09 -0.05 0.23
H 5.465591 -0.559303 5.438553 -0.08 0.04 -0.03 0.22
H 3.051223 1.248786 5.026077 -0.01 -0.15 -0.02 0.24
H 2.969179 -0.292849 0.511294 0.01 -0.01 -0.05 0.20
H -0.151970 -0.578308 -4.986120 -0.10 0.05 -0.01 0.22
H -2.254939 -5.426356 0.961163 -0.05 -0.10 0.04 0.22
H -6.830755 5.815545 -4.221710 0.13 -0.15 -0.05 0.22
H 1.500042 0.946000 3.644217 0.05 -0.03 -0.09 0.23
H 3.617847 0.723252 7.515818 -0.09 0.08 0.10 0.21
H 4.989505 -0.645462 -3.565419 -0.12 -0.10 -0.05 0.18
H 5.152661 -0.071003 7.876839 0.07 0.02 0.09 0.21
H 4.602537 0.307497 0.925622 -0.15 -0.02 -0.05 0.25
H -1.790454 4.254941 -3.889246 -0.01 -0.05 -0.03 0.16
H -1.411860 0.456834 -4.285155 0.04 -0.09 -0.11 0.23
H 3.770222 2.651659 0.745800 0.01 -0.06 -0.05 0.20
H -0.880157 -6.052082 -1.060446 -0.01 -0.12 0.02 0.22
H -4.389496 -1.013129 0.589111 0.04 -0.10 -0.07 0.21
H -0.499236 -3.761795 3.690144 0.02 -0.05 0.01 0.17
H -2.737735 2.015369 -5.748277 0.00 -0.01 -0.01 0.17
H 2.298584 -4.702953 4.490179 -0.05 -0.07 0.04 0.22
H 3.880277 -2.399520 4.195056 0.26 -0.08 -0.12 0.24
H -0.018584 -4.816075 -1.969683 0.08 -0.02 -0.10 0.22
H -3.107605 -0.298216 2.557206 0.03 0.03 -0.01 0.20
H -2.283964 2.131012 1.434886 -0.16 -0.07 0.09 0.25
H 6.442532 1.492292 6.429435 0.08 0.05 0.08 0.22
H -3.629219 4.803226 -2.280193 -0.03 -0.08 0.03 0.17
H 0.391620 2.450540 1.988968 0.18 0.04 0.11 0.24
H 0.639752 1.351927 -6.388412 -0.06 -0.12 -0.05 0.19
```
Forces are in eV/Å.

Results
**Calculated total energy**: -75572.77092 eV
**F_max**: 1.19 eV/A
**Highest occupied orbital energy**: -8.64 eV

Number 1 is which compound? C38H60BrN3O5PS

Which of these has the lowest F_max? C38H60N14O7

F_max of number 1 (C38H60BrN3O5PS)? 7.95 eV/A